The following is a quantum chemistry calculation of the molecule C6H13NO3 in a non-equilibrium geometry, from the OMol25 dataset.

The geometry in ORCA input format:
```
! RIJCOSX wB97M-V def2-TZVPD def2/J DEFGRID3
* xyz 0 1
C 0.179 -2.388 -1.537
O -0.763 -1.338 -1.565
C -0.381 -0.151 -2.200
C 0.200 -0.363 -3.599
C 0.576 0.676 -1.305
O 0.875 0.505 -0.150
O 1.516 1.753 -2.037
C -1.609 0.804 -2.184
C -2.801 0.255 -1.415
N -0.990 1.997 -1.610
H -0.203 -3.135 -0.831
H 0.289 -2.859 -2.526
H 1.165 -2.045 -1.191
H -0.445 -1.048 -4.163
H 0.232 0.578 -4.163
H 1.218 -0.771 -3.549
H 1.572 1.547 -2.977
H -1.911 1.017 -3.221
H -2.512 -0.038 -0.397
H -3.572 1.034 -1.342
H -3.233 -0.622 -1.915
H -1.285 2.250 -0.673
H 0.079 2.394 -2.082
*
```

## Properties
SMILES ... CO[C@](C)(C(=O)O)[C@@H](C)N
Frontier orbital gap ... 0.3445 Ha
HOMO energy ... -8.76 eV

Atom charges from the Mulliken analysis, given in e for atoms 1 to 8: -0.793 -0.378 1.808 -2.257 0.108 -0.547 -0.671 0.108



The following is a quantum chemistry calculation of a structure of composition C22H24AuBN10, from the OMol25 dataset.

The geometry in ORCA input format:
```
! RIJCOSX wB97M-V def2-TZVPD def2/J DEFGRID3
* xyz 1 2
Au 1.179 0.792 0.660
C 2.786 0.557 -2.974
C 1.326 0.335 -2.793
C 0.387 0.090 -3.790
C -0.808 -0.062 -3.128
N -0.593 0.079 -1.811
N 0.726 0.346 -1.596
B -1.670 0.127 -0.698
N -1.387 -0.830 0.495
C -2.236 -1.769 0.943
C -1.698 -2.357 2.063
C -0.479 -1.716 2.262
C 0.517 -1.979 3.335
N -0.309 -0.784 1.317
N -1.625 1.601 -0.145
C -2.437 2.665 -0.180
C -1.823 3.732 0.444
C -0.578 3.254 0.841
C 0.538 3.944 1.541
N -0.483 1.975 0.467
N -3.021 -0.285 -1.249
C -4.300 0.129 -1.078
C -5.137 -0.766 -1.692
C -4.281 -1.754 -2.213
C -4.629 -2.985 -2.976
N -3.024 -1.464 -1.934
H 3.045 0.515 -4.030
H 3.090 1.537 -2.601
H 3.355 -0.229 -2.481
H 0.557 0.019 -4.849
H -1.791 -0.289 -3.492
H -3.148 -1.967 0.412
H -2.121 -3.154 2.647
H 0.231 -2.858 3.909
H 1.498 -2.183 2.912
H 0.573 -1.142 4.035
H -3.386 2.628 -0.672
H -2.213 4.724 0.579
H 0.272 4.978 1.747
H 0.761 3.461 2.494
H 1.442 3.948 0.931
H -4.556 0.991 -0.494
H -6.210 -0.725 -1.743
H -5.705 -3.064 -3.119
H -4.156 -2.978 -3.956
H -4.290 -3.875 -2.447
N 5.028 -1.108 5.387
C 4.869 -0.835 4.285
C 4.664 -0.490 2.912
C 5.723 -0.465 2.006
C 5.450 -0.097 0.701
C 4.149 0.207 0.344
N 3.126 0.149 1.207
C 3.387 -0.171 2.476
H 6.724 -0.716 2.328
H 6.231 -0.039 -0.043
H 3.904 0.517 -0.659
H 2.556 -0.161 3.163
*
```

## Properties
<S²> ... 0.753
Frontier orbital gap (spin up / spin down) ... 0.2896 / 0.2213 Ha
HOMO energy (spin up / spin down) ... -11.54 / -11.53 eV

Atom charges from the Mulliken analysis, given in e for atoms 1 to 8: 0.748 -1.455 0.643 -1.390 0.076 1.074 -0.752 0.042



The following is a quantum chemistry calculation of a structure of composition C47H50Ge2N4O7PSTi in a non-equilibrium geometry, from the OMol25 dataset.

The geometry in ORCA input format:
```
! RIJCOSX wB97M-V def2-TZVPD def2/J DEFGRID3
* xyz 0 2
Ti -0.003 0.079 -0.189
O 3.597 -0.326 1.202
S 2.177 -0.405 1.241
O 1.565 -1.398 0.301
O 1.436 0.857 0.997
C 1.732 -1.013 2.843
C 2.638 -0.924 3.887
C 2.340 -1.536 5.092
C 1.151 -2.243 5.232
C 0.237 -2.300 4.193
C 0.515 -1.680 2.978
P -0.669 -1.645 1.586
C -2.254 -1.597 2.494
C -3.104 -2.680 2.701
C -4.308 -2.493 3.367
C -4.669 -1.234 3.824
C -3.822 -0.152 3.623
C -2.621 -0.333 2.958
C -0.599 -3.353 0.933
C -1.591 -3.770 0.044
C -1.543 -5.037 -0.515
C -0.499 -5.897 -0.207
C 0.493 -5.487 0.671
C 0.445 -4.222 1.238
H 3.568 -0.395 3.728
H 3.032 -1.473 5.920
H 0.935 -2.750 6.164
H -0.698 -2.834 4.316
H -2.831 -3.664 2.344
H -4.967 -3.337 3.528
H -5.613 -1.095 4.335
H -4.092 0.838 3.970
H -1.969 0.517 2.788
H -2.414 -3.107 -0.198
H -2.325 -5.356 -1.194
H -0.460 -6.884 -0.648
H 1.307 -6.155 0.919
H 1.230 -3.909 1.913
C 0.218 5.283 1.369
C -1.295 5.377 1.571
C -2.084 4.330 0.751
C -3.596 4.557 0.948
C -4.454 3.538 0.201
C -1.764 4.564 -0.711
O -2.066 5.566 -1.312
N -1.062 3.554 -1.338
C -0.755 2.359 -0.748
O -0.096 1.525 -1.428
N -1.106 2.024 0.479
C -1.722 2.944 1.295
O -1.987 2.683 2.450
H 0.732 5.992 2.017
H 0.491 5.517 0.338
H 0.587 4.281 1.604
H -1.648 6.366 1.278
H -1.541 5.216 2.621
H -3.824 5.562 0.593
H -3.804 4.506 2.017
H -4.308 3.614 -0.879
H -5.510 3.712 0.405
H -4.214 2.517 0.510
H -0.803 3.677 -2.310
C 3.367 -2.758 -4.535
Ge 2.301 -2.701 -2.853
C 3.290 -3.674 -1.440
C 0.692 -3.819 -3.225
Ge 1.687 -0.358 -2.166
C 1.094 0.572 -3.854
C 1.296 1.941 -4.039
C 0.743 2.611 -5.121
C -0.022 1.919 -6.052
C -0.215 0.555 -5.901
C 0.337 -0.105 -4.809
C 3.394 0.588 -1.805
C 3.432 1.909 -1.358
C 4.640 2.540 -1.102
C 5.834 1.860 -1.291
C 5.816 0.551 -1.746
C 4.605 -0.074 -2.002
H 3.515 -3.803 -4.814
H 4.342 -2.289 -4.404
H 2.846 -2.247 -5.345
H 3.160 -4.750 -1.572
H 2.892 -3.387 -0.468
H 4.356 -3.446 -1.461
H 1.019 -4.814 -3.532
H 0.084 -3.402 -4.031
H 0.074 -3.925 -2.331
H 1.899 2.486 -3.321
H 0.909 3.676 -5.245
H -0.458 2.444 -6.893
H -0.804 0.008 -6.628
H 0.186 -1.177 -4.707
H 2.511 2.448 -1.176
H 4.656 3.562 -0.743
H 6.777 2.348 -1.076
H 6.747 0.016 -1.895
H 4.596 -1.101 -2.347
N -5.142 -2.435 -4.360
C -5.226 -1.733 -3.187
O -6.292 -1.342 -2.759
C -3.947 -1.420 -2.500
C -2.678 -1.736 -2.983
C -1.559 -1.360 -2.280
N -1.590 -0.679 -1.117
C -2.828 -0.369 -0.653
C -3.989 -0.718 -1.295
H -6.027 -2.713 -4.752
H -4.369 -3.053 -4.534
H -2.539 -2.267 -3.914
H -0.575 -1.620 -2.639
H -2.857 0.184 0.276
H -4.952 -0.441 -0.886
*
```

## Properties
<S²> ... 0.763
Frontier orbital gap (spin up / spin down) ... 0.2130 / 0.2103 Ha
HOMO energy (spin up / spin down) ... -6.78 / -6.79 eV

Atom charges from the Mulliken analysis, given in e for atoms 1 to 8: 0.215 -0.697 1.437 -0.548 -0.468 0.642 -0.583 -0.798



The following is a quantum chemistry calculation of a cluster of 2 separate species, C4H4O2 in total, from the OMol25 dataset.

The geometry in ORCA input format:
```
! RIJCOSX wB97M-V def2-TZVPD def2/J DEFGRID3
* xyz 0 1
C 2.547 -0.481 -0.242
C 1.470 -0.047 0.077
C 0.240 0.502 0.603
O -0.459 -0.123 1.380
H 3.505 -0.868 -0.508
H -0.002 1.534 0.287
C -1.849 -0.128 -0.387
O -2.724 0.654 -0.148
H -1.817 -1.200 -0.118
H -0.912 0.157 -0.946
*
```

## Properties
SMILES ... C#CC=O.C=O
Frontier orbital gap ... 0.3550 Ha
HOMO energy ... -10.07 eV

Atom charges from the Mulliken analysis, given in e for atoms 1 to 8: 0.212 -0.145 -0.477 -0.454 0.402 0.423 0.029 -0.432



Energy relative to the best compared isomer or geometry (same formula, charge and spin) in kcal/mol, matching the order above: 85.13; 11.17; 28.89; 80.89